95
Properties=species:S:1:pos:R:3:lowdin_charge:R:1 method="wB97M-V/def2-TZVPD" homo_ev=-11.9 lumo_energy_ev=-3.172 charge=+1 orbital_gap_ha=0.3212 largest_force_ev_per_a=6.9 e_tot_ha=-3315.05629 spin_multiplicity=1
C 5.08 -2.61 -1.36 -0.13
O 6.32 -2.12 -1.91 -0.23
C 6.11 -1.13 -2.95 -0.19
C 5.67 0.24 -2.18 -0.19
C 6.09 1.57 -2.97 -0.20
C 4.91 2.66 -3.10 -0.19
C 4.54 3.37 -1.69 -0.08
C 3.41 2.42 -1.02 -0.16
N 2.08 2.53 -1.55 0.18
C 1.40 1.51 -0.74 -0.21
N 0.09 1.25 -0.92 -0.08
C -0.58 0.19 -0.12 0.00
C -0.60 2.11 -1.95 -0.01
C -2.17 1.80 -2.06 -0.31
O -2.92 2.11 -1.10 0.09
O -2.65 1.17 -3.26 0.06
C -3.02 -0.19 -2.98 -0.37
C -4.08 -0.66 -1.89 0.02
O -2.49 -1.08 -3.70 0.08
N 2.33 0.90 0.18 0.09
N 3.58 1.43 0.03 0.09
H 4.45 -1.81 -0.83 0.07
H 4.40 -3.14 -2.12 0.10
H 5.34 -3.39 -0.56 0.11
H 7.00 -0.99 -3.64 0.13
H 5.19 -1.49 -3.56 0.13
H 6.22 0.21 -1.18 0.12
H 4.53 0.13 -2.04 0.09
H 6.45 1.25 -4.02 0.11
H 7.01 2.08 -2.48 0.12
H 3.95 2.16 -3.50 0.12
H 5.23 3.43 -3.89 0.12
H 5.43 3.47 -0.98 0.12
H 4.02 4.39 -1.87 0.13
H -1.37 -0.41 -0.69 0.10
H -1.05 0.67 0.80 0.11
H 0.18 -0.59 0.28 0.11
H -0.06 2.12 -2.95 0.15
H -0.52 3.19 -1.54 0.15
H -4.09 -1.81 -1.86 0.10
H -3.73 -0.29 -0.86 0.08
H -5.12 -0.20 -2.06 0.11
H 2.10 0.14 0.83 0.17
H 4.45 1.22 0.52 0.19
C -2.78 3.14 2.52 -0.12
O -3.46 4.14 3.26 -0.20
P -5.04 4.02 3.46 0.40
O -5.53 2.69 3.90 -0.23
O -5.65 4.54 2.07 -0.21
C -5.63 3.67 0.95 -0.11
O -5.35 5.23 4.44 -0.20
C -6.70 5.47 4.79 -0.10
H -2.01 2.69 3.15 0.08
H -3.45 2.36 2.17 0.08
H -2.30 3.61 1.66 0.09
H -5.71 2.62 1.25 0.09
H -4.70 3.82 0.39 0.07
H -6.47 3.91 0.30 0.10
H -6.93 4.97 5.73 0.09
H -7.39 5.12 4.01 0.09
H -6.85 6.54 4.92 0.09
C 2.09 2.38 3.51 -0.12
O 3.18 1.97 4.31 -0.20
P 3.18 0.49 4.91 0.39
O 2.88 -0.59 3.94 -0.26
O 2.20 0.57 6.18 -0.21
C 0.80 0.58 5.96 -0.10
O 4.62 0.41 5.60 -0.20
C 4.95 -0.78 6.31 -0.09
H 2.46 2.67 2.52 0.07
H 1.35 1.58 3.38 0.07
H 1.61 3.24 3.98 0.10
H 0.53 0.01 5.07 0.08
H 0.46 1.61 5.86 0.09
H 0.31 0.13 6.82 0.10
H 5.49 -1.46 5.65 0.09
H 4.05 -1.28 6.68 0.09
H 5.58 -0.52 7.15 0.10
C -3.06 -4.27 -5.01 -0.11
O -2.52 -5.59 -4.96 -0.20
P -3.23 -6.68 -4.04 0.40
O -4.70 -6.79 -4.18 -0.23
O -2.71 -6.35 -2.55 -0.22
C -3.29 -5.26 -1.86 -0.12
O -2.41 -8.00 -4.40 -0.20
C -2.74 -9.19 -3.69 -0.10
H -3.32 -4.04 -6.05 0.10
H -3.95 -4.17 -4.39 0.08
H -2.29 -3.57 -4.67 0.08
H -4.33 -5.11 -2.15 0.09
H -2.71 -4.35 -2.07 0.08
H -3.24 -5.46 -0.79 0.09
H -3.45 -9.77 -4.27 0.09
H -3.16 -8.97 -2.71 0.09
H -1.83 -9.78 -3.56 0.09

93
Properties=species:S:1:pos:R:3:lowdin_charge:R:1 method="wB97M-V/def2-TZVPD" homo_ev=-4.4 lumo_energy_ev=1.973 charge=-1 orbital_gap_ha=0.2330 largest_force_ev_per_a=3.1 e_tot_ha=-3599.82692 spin_multiplicity=1
O -1.64 3.12 -0.01 -0.34
P -0.82 3.43 -1.42 0.10
O 0.01 2.05 -1.85 -0.33
S 0.45 4.86 -1.03 0.13
Al -2.23 4.18 -3.21 0.20
C -3.00 2.64 -4.29 -0.34
C -4.24 1.93 -3.70 -0.28
C -4.48 0.57 -4.41 -0.19
C -4.14 -0.67 -3.58 -0.08
C -2.63 -0.89 -3.42 -0.53
F -2.06 -0.70 -4.61 0.15
F -2.21 -0.01 -2.54 0.15
C -2.40 -2.32 -2.91 -0.50
F -3.01 -3.21 -3.63 0.16
F -2.95 -2.39 -1.71 0.13
S -0.60 -2.88 -2.73 0.73
F -0.55 -3.22 -4.26 -0.12
F -1.11 -4.35 -2.44 -0.13
F -0.61 -2.54 -1.20 -0.13
F -0.02 -1.47 -3.03 -0.10
F 0.85 -3.42 -2.57 -0.11
H -2.49 2.69 -0.21 0.04
H 0.01 1.46 -1.07 0.04
H -1.24 4.98 -4.19 -0.10
H -3.34 5.18 -2.60 -0.12
H -2.19 1.94 -4.49 0.03
H -3.28 3.06 -5.26 0.04
H -5.12 2.55 -3.86 0.09
H -4.13 1.78 -2.63 0.08
H -5.56 0.48 -4.57 0.10
H -4.04 0.53 -5.39 0.11
H -4.60 -0.63 -2.60 0.12
H -4.60 -1.51 -4.10 0.12
C -4.37 -1.92 1.49 -0.07
C -4.26 -0.53 0.89 -0.28
O -4.54 0.51 1.82 -0.15
C -3.69 0.57 2.94 -0.27
C -2.23 0.81 2.60 -0.06
H -5.33 -2.06 1.98 0.08
H -4.25 -2.67 0.71 0.07
H -3.59 -2.09 2.24 0.05
H -5.00 -0.42 0.10 0.12
H -3.28 -0.38 0.43 0.10
H -3.80 -0.33 3.56 0.10
H -4.06 1.41 3.54 0.12
H -1.79 -0.05 2.08 0.06
H -1.65 0.97 3.52 0.08
H -2.12 1.68 1.96 0.06
C 2.06 -3.67 3.86 -0.08
C 1.00 -4.74 3.59 -0.28
O -0.32 -4.32 3.88 -0.16
C -0.79 -3.21 3.14 -0.27
C -0.84 -3.44 1.64 -0.08
H 1.97 -3.29 4.88 0.08
H 3.06 -4.09 3.72 0.06
H 1.96 -2.82 3.18 0.07
H 1.19 -5.60 4.23 0.11
H 1.07 -5.09 2.55 0.11
H -0.20 -2.31 3.37 0.11
H -1.80 -3.02 3.50 0.11
H 0.16 -3.55 1.22 0.07
H -1.32 -2.60 1.13 0.05
H -1.39 -4.35 1.41 0.09
C 3.67 7.36 -3.63 -0.09
C 2.58 6.36 -3.98 -0.29
O 1.27 6.86 -3.79 -0.20
C 0.91 7.98 -4.55 -0.29
C 0.94 7.74 -6.05 -0.09
H 3.53 7.75 -2.62 0.08
H 4.65 6.87 -3.68 0.07
H 3.68 8.21 -4.31 0.06
H 2.66 5.50 -3.32 0.10
H 2.70 5.99 -5.00 0.11
H 1.52 8.85 -4.29 0.10
H -0.11 8.22 -4.26 0.12
H 1.96 7.57 -6.41 0.06
H 0.54 8.60 -6.59 0.07
H 0.36 6.85 -6.31 0.08
C 4.68 -5.32 6.08 -0.08
C 5.49 -4.64 7.17 -0.28
O 6.85 -5.04 7.21 -0.16
C 7.61 -4.78 6.05 -0.28
C 7.71 -3.31 5.70 -0.08
H 4.78 -6.40 6.15 0.08
H 3.63 -5.06 6.17 0.07
H 5.01 -5.02 5.08 0.06
H 5.07 -4.90 8.14 0.12
H 5.42 -3.55 7.08 0.11
H 7.22 -5.35 5.20 0.11
H 8.61 -5.17 6.26 0.12
H 6.74 -2.89 5.40 0.07
H 8.40 -3.16 4.87 0.08
H 8.07 -2.73 6.56 0.08

82
Properties=species:S:1:pos:R:3:lowdin_charge:R:1 method="wB97M-V/def2-TZVPD" homo_ev=-12.1 lumo_energy_ev=-3.726 de_lowest_kj_mol=54.9 charge=+1 orbital_gap_ha=0.3066 largest_force_ev_per_a=3.2 e_tot_ha=-3874.73538 spin_multiplicity=1
C 3.63 0.51 2.16 -0.14
C 3.45 -1.01 1.86 -0.69
Br 4.98 -1.56 0.72 0.70
C 2.08 -1.39 1.22 -0.14
N 1.07 -0.32 1.31 -0.07
C 0.90 0.66 0.49 0.05
C -0.23 1.61 0.95 -0.07
C -0.44 1.17 2.46 -0.11
C 0.11 -0.28 2.41 -0.12
H 4.68 0.65 2.49 0.08
H 2.91 0.90 2.90 0.08
H 3.52 1.11 1.24 0.08
H 3.53 -1.53 2.82 0.09
H 2.16 -1.73 0.18 0.12
H 1.69 -2.26 1.78 0.14
H 1.58 0.69 -0.36 0.16
H -1.15 1.56 0.36 0.13
H 0.27 2.59 1.04 0.12
H 0.17 1.69 3.22 0.12
H -1.47 1.32 2.81 0.12
H -0.75 -0.93 2.11 0.13
H 0.40 -0.74 3.36 0.15
C -3.67 -3.40 2.00 -0.06
C -4.19 -2.15 2.70 -0.49
C -5.68 -1.97 2.48 -0.06
O -3.48 -1.00 2.22 -0.08
H -3.83 -3.32 0.92 0.08
H -2.60 -3.51 2.16 0.07
H -4.17 -4.29 2.36 0.09
H -3.98 -2.23 3.77 0.14
H -5.90 -1.85 1.42 0.08
H -6.03 -1.07 2.99 0.08
H -6.24 -2.82 2.86 0.09
H -3.66 -0.92 1.28 0.08
C -2.05 5.07 2.25 -0.06
C -1.77 4.73 3.71 -0.51
C -2.44 5.72 4.65 -0.06
O -0.35 4.74 3.93 -0.06
H -1.66 6.06 2.00 0.09
H -1.54 4.36 1.60 0.06
H -3.12 5.05 2.04 0.09
H -2.12 3.72 3.92 0.13
H -2.07 6.73 4.48 0.09
H -2.22 5.47 5.69 0.08
H -3.52 5.72 4.51 0.08
H -0.03 5.63 3.75 0.09
C 5.04 -6.52 3.49 -0.06
C 3.94 -6.18 2.50 -0.49
C 4.48 -6.04 1.09 -0.06
O 3.31 -4.96 2.89 -0.07
H 5.80 -5.73 3.52 0.08
H 4.64 -6.61 4.50 0.08
H 5.53 -7.46 3.23 0.08
H 3.17 -6.95 2.52 0.14
H 5.22 -5.23 1.04 0.07
H 3.68 -5.78 0.39 0.08
H 4.96 -6.96 0.75 0.08
H 3.97 -4.26 2.88 0.06
C -0.05 1.81 -3.46 -0.06
C -0.30 3.27 -3.11 -0.49
C 0.49 4.20 -4.02 -0.05
O 0.06 3.50 -1.75 -0.07
H 1.01 1.56 -3.33 0.08
H -0.62 1.15 -2.80 0.07
H -0.33 1.59 -4.50 0.06
H -1.37 3.48 -3.21 0.14
H 1.57 4.02 -3.90 0.08
H 0.31 5.24 -3.75 0.08
H 0.22 4.05 -5.06 0.08
H 0.99 3.32 -1.65 0.07
C -0.03 0.48 -8.51 -0.06
C -0.84 -0.22 -7.44 -0.50
C -1.92 -1.11 -8.04 -0.06
O -1.45 0.75 -6.58 -0.07
H -0.67 1.12 -9.13 0.08
H 0.73 1.12 -8.06 0.08
H 0.47 -0.25 -9.17 0.08
H -0.18 -0.82 -6.81 0.14
H -2.62 -0.52 -8.64 0.08
H -2.50 -1.60 -7.26 0.08
H -1.48 -1.88 -8.68 0.08
H -2.04 1.29 -7.12 0.09

81
Properties=species:S:1:pos:R:3:lowdin_charge:R:1 method="wB97M-V/def2-TZVPD" homo_ev=-12.2 lumo_energy_ev=-3.015 charge=+1 orbital_gap_ha=0.3370 largest_force_ev_per_a=2.7 e_tot_ha=-1198.29814 spin_multiplicity=1
C -1.36 3.44 0.71 -0.11
N -1.33 4.22 -0.54 -0.12
C -1.90 5.53 -0.40 -0.16
C -3.44 5.55 -0.20 -0.20
N -4.26 4.50 -0.47 0.20
C -5.51 5.00 -0.18 -0.31
N -6.58 4.23 -0.35 -0.01
N -6.55 2.92 -0.81 0.07
N -5.48 6.27 0.28 0.15
N -4.16 6.59 0.25 0.11
H -2.38 3.08 0.99 0.07
H -0.93 4.03 1.54 0.09
H -0.74 2.53 0.53 0.07
H -1.71 3.71 -1.33 0.11
H -1.39 6.16 0.36 0.14
H -1.72 6.06 -1.37 0.14
H -7.48 4.66 -0.15 0.16
H -6.27 2.34 -0.01 0.10
H -5.88 2.82 -1.57 0.10
H -6.26 6.86 0.55 0.19
H -3.80 7.50 0.54 0.19
C -1.23 -0.54 0.99 -0.11
C 0.30 -0.56 0.97 -0.26
C 0.88 -0.32 -0.43 -0.23
C 0.51 -1.38 -1.47 -0.22
C 0.91 -2.81 -1.10 -0.26
C 2.41 -3.00 -0.95 -0.10
H -1.65 -1.33 0.38 0.07
H -1.59 -0.68 2.01 0.06
H -1.61 0.42 0.63 0.05
H 0.66 -1.50 1.38 0.10
H 0.67 0.23 1.63 0.10
H 1.97 -0.25 -0.35 0.10
H 0.54 0.65 -0.80 0.10
H 0.99 -1.12 -2.42 0.10
H -0.57 -1.36 -1.65 0.10
H 0.55 -3.49 -1.89 0.11
H 0.41 -3.13 -0.18 0.09
H 2.93 -2.73 -1.88 0.07
H 2.65 -4.04 -0.72 0.07
H 2.82 -2.38 -0.14 0.07
C -2.24 -3.73 2.25 -0.12
C -2.48 -4.63 3.46 -0.26
C -2.60 -3.85 4.77 -0.23
C -1.36 -3.06 5.18 -0.23
C -0.08 -3.88 5.33 -0.27
C -0.17 -4.94 6.42 -0.11
H -1.31 -3.17 2.34 0.05
H -2.19 -4.33 1.34 0.07
H -3.06 -3.02 2.14 0.07
H -1.68 -5.37 3.53 0.10
H -3.40 -5.20 3.31 0.11
H -2.87 -4.55 5.57 0.10
H -3.45 -3.16 4.69 0.11
H -1.57 -2.55 6.13 0.11
H -1.18 -2.26 4.45 0.09
H 0.74 -3.20 5.56 0.10
H 0.18 -4.36 4.38 0.10
H -0.39 -4.48 7.39 0.08
H 0.77 -5.48 6.51 0.07
H -0.95 -5.68 6.21 0.07
C 7.21 0.34 -4.41 -0.11
C 6.14 1.43 -4.43 -0.27
C 5.14 1.30 -3.28 -0.23
C 4.31 0.01 -3.28 -0.23
C 3.50 -0.24 -4.55 -0.27
C 2.44 0.83 -4.81 -0.11
H 6.78 -0.65 -4.53 0.07
H 7.92 0.50 -5.23 0.07
H 7.78 0.37 -3.47 0.08
H 5.62 1.42 -5.39 0.10
H 6.63 2.40 -4.35 0.10
H 4.47 2.17 -3.30 0.10
H 5.68 1.37 -2.33 0.11
H 3.63 0.04 -2.42 0.09
H 4.97 -0.84 -3.11 0.10
H 3.00 -1.21 -4.45 0.10
H 4.16 -0.32 -5.42 0.10
H 1.74 0.90 -3.97 0.06
H 1.87 0.59 -5.71 0.07
H 2.90 1.82 -4.96 0.07

113
Properties=species:S:1:pos:R:3:lowdin_charge:R:1 method="wB97M-V/def2-TZVPD" homo_ev=-7.6 lumo_energy_ev=-3.554 charge=+1 orbital_gap_ha=0.1504 largest_force_ev_per_a=5.7 e_tot_ha=-3798.43576 spin_multiplicity=1
C -5.03 -1.64 -1.43 0.04
C -4.96 -0.18 -1.84 -0.41
O -5.72 0.67 -1.60 0.20
N -3.68 0.25 -2.53 0.11
H -3.46 1.15 -2.10 0.11
H -2.96 -0.46 -2.39 0.11
C -3.88 0.40 -4.00 0.02
H -4.90 -2.27 -2.31 0.09
H -6.07 -1.75 -1.15 0.10
H -4.26 -1.84 -0.68 0.08
H -4.69 1.10 -4.17 0.10
H -4.02 -0.58 -4.46 0.11
H -2.98 0.85 -4.41 0.10
C 6.23 4.02 1.67 0.02
C 5.19 3.17 2.31 -0.41
O 5.18 2.96 3.47 0.19
N 4.20 2.56 1.34 0.11
H 4.44 2.91 0.41 0.17
H 4.50 1.56 1.28 0.13
C 2.78 2.84 1.79 0.04
H 5.78 4.69 0.95 0.10
H 7.06 3.38 1.34 0.11
H 6.76 4.61 2.42 0.10
H 2.66 2.55 2.83 0.11
H 2.04 2.31 1.20 0.07
H 2.65 3.91 1.64 0.10
C 3.16 -3.94 3.16 0.04
C 1.80 -3.34 3.12 -0.38
O 0.82 -4.01 3.18 0.16
N 1.73 -1.83 2.93 0.13
H 2.24 -1.39 3.70 0.19
H 2.28 -1.70 2.08 0.12
C 0.39 -1.23 2.73 -0.05
H 3.79 -3.54 3.96 0.11
H 3.64 -3.66 2.21 0.09
H 3.02 -5.01 3.26 0.10
H 0.29 -0.17 2.95 -0.04
H -0.30 -1.56 3.51 0.12
H -0.12 -1.37 1.78 0.11
C 1.40 -7.00 0.58 0.04
C 1.04 -5.93 -0.39 -0.39
O 1.76 -5.09 -0.81 0.18
N -0.42 -5.72 -0.80 0.10
H -0.48 -5.61 -1.81 0.18
H -1.00 -6.56 -0.72 0.18
C -1.09 -4.53 -0.10 0.05
H 1.19 -7.90 -0.02 0.11
H 0.85 -7.07 1.51 0.11
H 2.48 -6.97 0.68 0.11
H -2.12 -4.42 -0.45 0.11
H -0.55 -3.65 -0.42 0.09
H -1.13 -4.68 0.98 0.10
C 0.71 1.15 -4.14 0.04
C 1.59 -0.09 -4.18 -0.36
O 2.16 -0.50 -5.12 0.20
N 1.45 -0.94 -2.89 0.10
H 1.44 -0.33 -2.07 0.12
H 0.52 -1.37 -2.86 0.11
C 2.56 -1.95 -2.70 0.03
H 0.56 1.51 -5.16 0.10
H 1.21 2.02 -3.70 0.09
H -0.21 0.98 -3.59 0.07
H 2.58 -2.71 -3.47 0.10
H 2.36 -2.45 -1.76 0.08
H 3.49 -1.40 -2.64 0.11
C -2.11 5.11 1.18 0.03
C -0.77 4.54 0.78 -0.39
O 0.25 4.67 1.40 0.13
N -0.75 3.75 -0.50 0.12
H -0.45 2.77 -0.36 0.11
H -1.74 3.77 -0.74 0.10
C 0.13 4.46 -1.54 0.06
H -2.08 5.57 2.16 0.10
H -2.98 4.46 1.14 0.08
H -2.30 5.94 0.49 0.10
H -0.12 5.52 -1.59 0.11
H -0.08 3.97 -2.49 0.09
H 1.15 4.26 -1.26 0.09
C -3.68 1.46 2.65 -0.48
O -2.48 1.17 3.41 -0.07
O -3.77 2.76 2.32 -0.18
C -3.92 0.33 1.60 -0.52
F -5.15 0.32 1.02 0.13
F -2.99 0.37 0.62 0.12
F -3.83 -0.87 2.22 0.10
C -1.21 1.26 2.83 -0.27
C -0.20 0.85 3.86 -0.11
H 0.75 0.87 3.32 0.08
H -0.09 1.57 4.67 0.12
H -0.36 -0.13 4.30 0.08
H -0.96 2.24 2.42 0.13
H -1.11 0.56 1.98 0.08
H -4.46 1.32 3.40 0.14
B -1.56 -2.35 -2.97 -1.30
F -2.14 -2.01 -1.76 0.14
F -0.33 -3.05 -2.78 0.09
F -2.39 -3.21 -3.69 0.13
F -1.34 -1.26 -3.83 0.14
B -3.53 3.37 -2.08 -1.31
F -3.27 4.72 -1.75 0.12
F -4.57 3.23 -3.01 0.14
F -2.37 2.84 -2.69 0.09
F -3.79 2.71 -0.90 0.17
B 0.19 0.72 -0.25 -1.28
F 1.24 1.57 -0.67 0.10
F -0.20 1.14 1.00 0.09
F -0.85 0.96 -1.18 0.12
F 0.47 -0.64 -0.36 0.14
B 4.32 -1.01 1.10 -1.24
F 5.18 0.12 0.93 0.09
F 3.04 -0.68 0.59 0.12
F 4.90 -2.08 0.45 0.16
F 4.29 -1.18 2.49 0.12